# 1
Below is C16H20IN4O4V as an isolated structure, with properties calculated with ωB97M-V/def2-TZVPD.

Geometry (Å):
I1 -2.994 0.652 0.976
V1 -0.645 -0.101 -0.541
O1 -1.003 1.112 -1.991
O2 -2.172 3.004 -2.393
O3 2.084 0.919 1.686
O4 2.467 2.651 2.894
N1 -0.560 -0.896 1.359
N2 1.262 -0.561 -1.396
N3 1.972 2.110 1.934
N4 -1.646 -1.581 -1.648
C1 -0.514 -1.006 4.125
C2 -1.513 -0.326 2.101
C3 1.104 2.926 1.050
C4 -1.538 -0.328 3.473
C5 0.418 -1.556 2.007
C6 1.403 -1.617 -2.448
C7 1.142 4.302 1.165
C8 0.286 2.307 0.126
C9 -0.452 4.448 -0.635
C10 1.131 -3.026 -1.913
C11 -1.419 -3.035 -1.375
C12 0.351 5.060 0.316
C13 0.466 -1.642 3.380
C14 -0.265 -3.608 -2.177
C15 -0.483 3.066 -0.746
C16 -1.319 2.392 -1.809
H1 -2.633 -1.382 -1.540
H2 1.278 -2.175 3.856
H3 -1.067 5.031 -1.312
H4 -1.468 -1.384 -2.627
H5 -2.325 0.175 4.014
H6 -2.318 -3.598 -1.603
H7 1.792 4.761 1.897
H8 -0.235 -4.673 -1.949
H9 2.402 -1.570 -2.871
H10 1.971 -0.705 -0.685
H11 1.182 -2.017 1.390
H12 1.858 -3.700 -2.365
H13 0.714 -1.370 -3.251
H14 -0.487 -1.034 5.207
H15 1.491 0.335 -1.816
H16 -1.222 -3.159 -0.312
H17 0.370 6.140 0.396
H18 0.298 1.229 0.129
H19 -0.494 -3.527 -3.244
H20 1.329 -3.046 -0.833

Summary:
HOMO level (alpha / beta), eV: -10.449 / -9.939
Net charge: +1
LUMO (alpha / beta), eV: -3.315 / -3.414
Strongest force on any atom, Eh/bohr: 0.0291
Energy above the lowest of the compared OMol25 structures with the same formula, charge and spin, eV: 0.446
Total energy, Ha: -2383.10874
HOMO-LUMO gap (alpha / beta), Eh: 0.2622 / 0.2398
Multiplicity: 2

=====

# 2
Below is C16H20IrN4O4 as an isolated structure, with properties calculated with ωB97M-V/def2-TZVPD.

Geometry (Å):
Ir1 0.742 -0.296 -0.546
O1 2.284 1.185 1.693
O2 -0.073 -2.093 1.850
O3 -1.350 0.939 0.726
O4 -2.745 1.381 2.467
N1 -2.106 -1.718 -0.596
N2 -0.420 0.436 3.787
N3 0.041 2.568 -0.405
N4 2.205 -1.503 -0.829
C1 0.636 1.293 -2.318
C2 -1.657 1.303 1.897
C3 -1.495 0.200 -2.171
C4 -4.654 -1.961 -0.347
C5 3.062 -2.024 -1.433
C6 -0.738 1.340 -2.127
C7 0.154 -1.439 0.911
C8 0.006 5.082 -0.425
C9 4.242 -2.806 -1.523
C10 1.799 0.718 0.729
C11 1.287 0.076 -2.582
C12 -3.287 -1.666 -0.606
C13 -0.553 1.659 2.925
C14 -0.052 3.700 -0.673
C15 -0.882 -1.011 -2.452
C16 0.479 -1.108 -2.656
H1 -4.660 -2.708 0.455
H2 -5.147 -2.384 -1.236
H3 3.999 -3.822 -1.836
H4 1.245 2.198 -2.307
H5 0.503 5.203 0.544
H6 -1.199 0.428 4.466
H7 2.332 0.068 -2.833
H8 0.399 1.909 2.473
H9 -1.274 2.267 -1.920
H10 4.924 -2.375 -2.256
H11 0.568 5.591 -1.206
H12 -5.188 -1.064 -0.026
H13 -0.404 -0.468 3.281
H14 0.926 -2.045 -2.971
H15 0.448 0.534 4.317
H16 4.733 -2.834 -0.547
H17 -1.469 -1.907 -2.620
H18 -0.926 2.445 3.596
H19 -1.003 5.493 -0.398
H20 -2.558 0.294 -2.017

Summary:
HOMO level (alpha / beta), eV: -20.452 / -21.828
Net charge: +4
LUMO (alpha / beta), eV: -13.034 / -18.654
Strongest force on any atom, Eh/bohr: 0.1365
Total energy, Ha: -1243.91706
HOMO-LUMO gap (alpha / beta), Eh: 0.2726 / 0.1166
Multiplicity: 6

=====

# 3
Below is one molecule with the formula C16H20N2O2, with properties calculated with ωB97M-V/def2-TZVPD.

Geometry (Å):
O1 0.934 -0.216 -0.813
O2 0.720 0.984 -2.699
N1 -1.654 -0.992 -0.296
N2 -1.232 -3.085 -0.929
C1 -0.789 -1.864 -0.897
C2 1.071 3.477 1.338
C3 3.424 2.952 0.657
C4 -4.554 -3.729 0.561
C5 2.487 3.204 1.834
C6 1.585 -2.491 -1.308
C7 -4.822 -2.420 0.965
C8 -3.925 -1.395 0.738
C9 1.504 2.066 -0.691
C10 0.517 -1.419 -1.474
C11 2.923 1.785 -0.186
C12 1.012 0.909 -1.534
C13 -2.464 -3.049 -0.321
C14 -3.382 -4.066 -0.083
C15 0.565 2.310 0.496
C16 -2.747 -1.726 0.091
H1 -5.289 -4.495 0.760
H2 0.525 1.407 1.109
H3 1.207 -3.422 -1.718
H4 -4.134 -0.382 1.050
H5 4.430 2.735 1.021
H6 2.911 0.873 0.414
H7 -5.754 -2.205 1.465
H8 -1.504 -0.007 -0.158
H9 0.377 -1.185 -2.541
H10 -0.443 2.528 0.130
H11 0.402 3.635 2.186
H12 3.479 3.850 0.038
H13 1.067 4.388 0.734
H14 2.845 4.052 2.420
H15 2.480 2.326 2.485
H16 1.801 -2.634 -0.252
H17 1.514 2.951 -1.336
H18 -3.173 -5.076 -0.396
H19 3.589 1.624 -1.037
H20 2.497 -2.200 -1.824

Summary:
HOMO level, eV: -8.501
Net charge: 0
LUMO, eV: 0.641
Strongest force on any atom, Eh/bohr: 0.0159
Energy above the lowest of the compared OMol25 structures with the same formula, charge and spin, eV: 0.811
Total energy, Ha: -881.74128
HOMO-LUMO gap, Eh: 0.3359

=====

# 4
Below is C16H20N2O2Zr as an isolated structure, with properties calculated with ωB97M-V/def2-TZVPD.

Geometry (Å):
Zr1 -0.292 -0.327 0.455
O1 1.641 -0.143 -0.259
O2 -0.365 0.182 -1.502
N1 1.773 0.086 -1.564
N2 0.736 0.239 -2.250
C1 -2.743 -0.338 0.406
C2 -2.624 -2.735 1.416
C3 -2.333 -1.263 1.419
C4 -2.300 0.959 0.788
C5 3.209 0.289 -3.521
C6 -0.920 1.948 2.778
C7 -2.550 2.243 0.057
C8 5.442 -0.035 -1.866
C9 -1.649 -0.527 2.436
C10 -1.602 0.835 2.029
C11 -3.558 -0.676 -0.802
C12 4.480 0.303 -4.057
C13 5.593 0.142 -3.236
C14 4.178 -0.054 -1.305
C15 3.083 0.106 -2.145
C16 -0.989 -1.084 3.662
H1 6.309 -0.157 -1.234
H2 -4.618 -0.676 -0.538
H3 6.584 0.155 -3.668
H4 -3.415 0.050 -1.600
H5 -1.474 -0.688 4.557
H6 -1.764 2.974 0.244
H7 -3.655 -2.903 1.736
H8 -2.536 -3.163 0.416
H9 -3.490 2.680 0.399
H10 2.341 0.415 -4.151
H11 4.051 -0.190 -0.242
H12 -2.632 2.087 -1.017
H13 -1.514 2.859 2.733
H14 4.607 0.440 -5.121
H15 -1.056 -2.168 3.707
H16 -1.980 -3.290 2.095
H17 0.066 -0.796 3.738
H18 -3.320 -1.667 -1.187
H19 -0.778 1.683 3.824
H20 0.068 2.204 2.371

Summary:
HOMO level, eV: -15.423
Net charge: +2
LUMO, eV: -8.967
Strongest force on any atom, Eh/bohr: 0.0088
Total energy, Ha: -928.08856
HOMO-LUMO gap, Eh: 0.2373

=====

# 5
Below is a 3-piece molecular cluster, C16H20N2O4 overall, with properties calculated with ωB97M-V/def2-TZVPD.

Geometry (Å):
O1 2.254 0.017 -5.724
O2 -0.663 -0.026 -2.917
O3 0.761 -1.436 -6.350
O4 -2.479 0.358 -4.096
N1 0.396 2.271 -3.869
N2 -1.004 1.980 -4.068
C1 -2.120 -1.023 6.962
C2 2.532 0.660 1.412
C3 -0.214 -1.228 -3.545
C4 -2.309 0.297 6.577
C5 2.365 1.324 0.203
C6 1.480 -0.774 -5.412
C7 -1.434 0.740 -3.733
C8 -1.773 0.755 5.381
C9 0.152 0.405 0.002
C10 -1.044 -0.106 4.572
C11 -0.858 -1.427 4.956
C12 1.510 -0.131 1.916
C13 1.275 -1.091 -3.943
C14 0.317 -0.255 1.212
C15 1.177 1.193 -0.504
C16 -1.398 -1.886 6.150
H1 -0.291 -2.101 4.324
H2 -0.484 -0.868 1.608
H3 1.860 -1.944 -3.618
H4 1.646 -0.240 -3.389
H5 -1.336 2.238 -4.984
H6 -2.874 0.970 7.209
H7 3.162 1.944 -0.189
H8 -2.536 -1.379 7.896
H9 -0.180 -1.250 -6.247
H10 0.679 2.873 -4.633
H11 1.047 1.708 -1.449
H12 -0.261 -2.019 -2.809
H13 -1.923 1.784 5.079
H14 -1.256 -2.918 6.447
H15 -0.621 0.250 3.643
H16 1.642 -0.651 2.857
H17 3.460 0.761 1.961
H18 -0.774 0.306 -0.545
H19 0.962 1.437 -3.966
H20 -0.844 -1.519 -4.377

Summary:
HOMO level, eV: -9.314
Net charge: 0
LUMO, eV: 0.332
Strongest force on any atom, Eh/bohr: 0.0969
Energy above the lowest of the compared OMol25 structures with the same formula, charge and spin, eV: 3.764
Total energy, Ha: -1032.10626
HOMO-LUMO gap, Eh: 0.3545

=====

# 6
Below is C16H20N3O5Rb as an isolated structure, with properties calculated with ωB97M-V/def2-TZVPD.

Geometry (Å):
Rb1 -0.456 0.943 -0.155
O1 0.009 -2.403 -0.243
O2 -0.322 -0.319 -2.708
O3 0.411 2.691 1.508
O4 1.487 2.651 -0.453
O5 -5.658 0.649 5.519
N1 -2.258 0.018 1.923
N2 2.602 0.492 1.359
N3 -6.138 -1.457 4.883
C1 3.610 -0.166 1.928
C2 -0.287 -1.722 -2.518
C3 -4.322 -0.259 3.776
C4 0.831 -2.983 0.752
C5 -2.604 1.030 2.719
C6 -3.626 0.936 3.650
C7 4.629 1.834 2.712
C8 -5.424 -0.305 4.806
C9 1.407 2.496 0.781
C10 2.597 1.826 1.456
C11 4.645 0.449 2.610
C12 -3.951 -1.319 2.955
C13 0.711 -2.178 -1.453
C14 -2.920 -1.127 2.050
C15 0.703 0.142 -3.577
C16 3.587 2.532 2.131
H1 1.722 -2.372 0.926
H2 -1.280 -2.020 -2.178
H3 3.529 3.610 2.192
H4 -2.025 1.943 2.612
H5 -4.431 -2.287 2.997
H6 -0.083 -2.220 -3.471
H7 -6.872 -1.513 5.566
H8 3.582 -1.248 1.841
H9 5.439 -0.142 3.046
H10 0.517 -0.199 -4.600
H11 -2.607 -1.934 1.394
H12 1.202 -3.106 -1.770
H13 -3.899 1.765 4.288
H14 1.688 -0.211 -3.257
H15 0.244 -3.036 1.667
H16 5.416 2.354 3.243
H17 -5.961 -2.246 4.294
H18 0.700 1.229 -3.545
H19 1.486 -1.415 -1.294
H20 1.140 -3.993 0.460

Summary:
HOMO level, eV: -8.353
Net charge: 0
LUMO, eV: -0.007
Strongest force on any atom, Eh/bohr: 0.0354
Energy above the lowest of the compared OMol25 structures with the same formula, charge and spin, eV: 0.000
Total energy, Ha: -1186.27101
HOMO-LUMO gap, Eh: 0.3067

=====

Repeat the sixth record exactly.
Below is C16H20N3O5Rb as an isolated structure, with properties calculated with ωB97M-V/def2-TZVPD.

Geometry (Å):
Rb1 -0.456 0.943 -0.155
O1 0.009 -2.403 -0.243
O2 -0.322 -0.319 -2.708
O3 0.411 2.691 1.508
O4 1.487 2.651 -0.453
O5 -5.658 0.649 5.519
N1 -2.258 0.018 1.923
N2 2.602 0.492 1.359
N3 -6.138 -1.457 4.883
C1 3.610 -0.166 1.928
C2 -0.287 -1.722 -2.518
C3 -4.322 -0.259 3.776
C4 0.831 -2.983 0.752
C5 -2.604 1.030 2.719
C6 -3.626 0.936 3.650
C7 4.629 1.834 2.712
C8 -5.424 -0.305 4.806
C9 1.407 2.496 0.781
C10 2.597 1.826 1.456
C11 4.645 0.449 2.610
C12 -3.951 -1.319 2.955
C13 0.711 -2.178 -1.453
C14 -2.920 -1.127 2.050
C15 0.703 0.142 -3.577
C16 3.587 2.532 2.131
H1 1.722 -2.372 0.926
H2 -1.280 -2.020 -2.178
H3 3.529 3.610 2.192
H4 -2.025 1.943 2.612
H5 -4.431 -2.287 2.997
H6 -0.083 -2.220 -3.471
H7 -6.872 -1.513 5.566
H8 3.582 -1.248 1.841
H9 5.439 -0.142 3.046
H10 0.517 -0.199 -4.600
H11 -2.607 -1.934 1.394
H12 1.202 -3.106 -1.770
H13 -3.899 1.765 4.288
H14 1.688 -0.211 -3.257
H15 0.244 -3.036 1.667
H16 5.416 2.354 3.243
H17 -5.961 -2.246 4.294
H18 0.700 1.229 -3.545
H19 1.486 -1.415 -1.294
H20 1.140 -3.993 0.460

Summary:
HOMO level, eV: -8.353
Net charge: 0
LUMO, eV: -0.007
Strongest force on any atom, Eh/bohr: 0.0354
Energy above the lowest of the compared OMol25 structures with the same formula, charge and spin, eV: 0.000
Total energy, Ha: -1186.27101
HOMO-LUMO gap, Eh: 0.3067

=====

Question: What is the formula in the fourth record?
Answer: C16H20N2O2Zr